34
Properties=species:S:1:pos:R:3 method="wB97M-V/def2-TZVPD" charge=-1 relative_energy_kj_mol=105.8 e_homo_ev=-7.5 total_energy_ha=-1044.86878 spin_multiplicity=1 lumo_ev=2.92
N 9.9442 -19.3968 -9.4532
O 9.4282 -20.0362 -8.4935
O 11.1307 -19.0348 -9.3567
O 9.2406 -19.1122 -10.4498
O 11.0167 -20.4097 -12.6047
H 10.6012 -19.8916 -11.8973
H 11.3734 -19.7487 -13.2077
O 7.1677 -19.9104 -6.8359
H 6.9264 -20.7870 -6.5194
H 7.8177 -20.0751 -7.5495
O 8.1907 -23.4144 -8.0052
H 8.7336 -23.4123 -7.2103
H 8.5443 -22.6896 -8.5406
O 7.9533 -16.0611 -11.5812
H 7.5645 -16.9436 -11.4720
H 7.7026 -15.7954 -12.4711
O 7.6324 -19.2312 -13.7655
H 6.8892 -19.1473 -13.1527
H 8.3997 -18.9732 -13.2413
O 11.3412 -18.6911 -6.3034
H 10.9365 -17.8221 -6.3800
H 10.9999 -19.1849 -7.0663
O 11.2994 -22.3447 -9.4626
H 12.1019 -22.5867 -8.9900
H 10.9894 -21.5457 -9.0131
O 6.5748 -18.6118 -11.0161
H 7.5077 -18.7481 -10.7074
H 6.0867 -19.3422 -10.6237
O 13.6215 -17.8911 -10.1335
H 14.0177 -18.6495 -10.5732
H 12.8319 -18.2573 -9.6870
O 12.0257 -15.6767 -11.2249
H 12.3123 -16.5015 -10.7915
H 11.9547 -15.0368 -10.5110